Here is one molecule with the formula C2H3N in a non-equilibrium geometry from the Open Molecules 2025 dataset. Energies are from the ωB97M-V functional and the def2-TZVPD basis.

Element x y z (Å)
C: 0.0030 0.2132 0.4736
C: 0.0744 -0.2724 -0.9296
N: 0.0563 -0.6773 -2.0181
H: -0.5706 1.1374 0.5434
H: 0.9118 0.2861 1.0710
H: -0.4749 -0.6871 0.8596

Results
- highest occupied orbital energy (eV) = -11.6623
- LUMO energy (eV) = 0.780
- SMILES = CC#N
- charge = 0
- maximum force (eV/Å) = 1.73
- ΔE to the lowest compared entry with this formula, charge and spin (kcal/mol) = 6.5